Entry 1:
Density functional theory data (wB97M-V/def2-TZVPD) for a structure of composition C24H20N5OsS2Se in a non-equilibrium geometry.

Calculated values
* largest force on an atom: 0.0306 Eh/bohr
* Kohn-Sham gap (alpha / beta): 0.29936 / 0.18922 Ha
* net charge: +3
* 2S+1: 5

Last column: natural (NBO) charge in e.
Cartesian coordinates (Å):
Os: -7.0497 -17.2347 0.4495  1.099
C: -7.5787 -12.7935 0.2848  -0.236
C: -7.4472 -14.1411 -0.1018  0.116
N: -7.1413 -15.1271 0.7533  -0.546
C: -6.9793 -14.7998 2.0927  0.146
C: -7.0096 -13.4794 2.5549  -0.063
C: -7.3482 -12.4695 1.6185  -0.025
C: -6.8703 -13.1898 3.9619  -0.144
C: -6.7122 -14.2494 4.8214  -0.133
C: -6.6805 -15.5892 4.3386  -0.075
C: -6.5197 -16.6641 5.2481  -0.041
C: -6.4380 -17.9306 4.7616  -0.230
C: -6.5996 -18.1411 3.3917  0.124
N: -6.7651 -17.1673 2.5084  -0.533
C: -6.8251 -15.8789 3.0036  0.205
H: -7.8461 -12.0738 -0.4729  0.270
H: -7.5572 -14.4085 -1.1269  0.209
H: -7.4030 -11.4626 1.9617  0.257
H: -6.9954 -12.1844 4.3287  0.262
H: -6.6459 -14.0724 5.8975  0.260
H: -6.5021 -16.5441 6.3118  0.262
H: -6.3666 -18.7858 5.3969  0.269
H: -6.6826 -19.1617 3.0376  0.227
S: -9.3339 -17.1390 -0.9409  0.231
C: -8.1992 -17.0288 -2.1067  -0.216
N: -6.8880 -17.0767 -1.7199  -0.528
C: -6.0395 -16.8823 -2.7271  0.149
C: -4.6169 -16.8415 -2.6145  -0.200
C: -3.9230 -16.5780 -3.7383  -0.158
C: -4.5900 -16.2972 -4.9495  -0.059
C: -5.9532 -16.3727 -5.1028  -0.250
C: -6.6843 -16.6147 -3.9471  -0.098
S: -8.3911 -16.6327 -3.7799  0.596
H: -4.2219 -16.9713 -1.6202  0.249
H: -2.8496 -16.4350 -3.7070  0.266
H: -3.9326 -16.0282 -5.7765  0.264
H: -6.3504 -16.1953 -6.0573  0.268
C: -9.8468 -20.7832 -0.6153  -0.409
N: -8.7647 -20.5963 -1.6048  -0.312
C: -8.9064 -20.9472 -2.9300  -0.021
C: -7.7013 -20.7497 -3.5250  -0.040
N: -6.8442 -20.3510 -2.5251  -0.326
C: -5.3712 -20.3337 -2.6967  -0.411
C: -7.5202 -20.1727 -1.3762  0.256
Se: -6.7128 -19.6307 0.2951  0.089
H: -9.7541 -21.7409 -0.1336  0.252
H: -10.7805 -20.6532 -1.1530  0.246
H: -9.7848 -20.0131 0.1494  0.228
H: -9.8253 -21.2648 -3.3199  0.265
H: -7.3477 -20.8164 -4.5394  0.267
H: -5.1600 -20.0716 -3.7192  0.234
H: -4.9781 -21.3567 -2.4853  0.261
H: -4.9771 -19.5506 -2.0407  0.225

---

Entry 2:
Density functional theory data (wB97M-V/def2-TZVPD) for a structure of composition C24H21AsBaBrClIN2O5S in a non-equilibrium geometry.

Calculated values
* largest force on an atom: 0.0511 Eh/bohr
* Kohn-Sham gap: 0.24613 Ha
* net charge: -1

Last column: Löwdin charge in e.
Cartesian coordinates (Å):
Ba: 0.2753 -0.1446 0.0951  1.992
Cl: -7.3824 -0.5925 -0.3706  0.624
C: -5.7656 0.0134 -0.0524  -0.625
C: -5.5498 1.3490 0.0296  -0.211
C: -4.2634 1.8809 0.2747  -0.674
I: -4.0868 3.9265 0.4463  0.897
C: -3.1204 1.0830 0.4018  -0.477
O: -1.9442 1.5110 0.5567  -0.239
C: -3.4026 -0.3782 0.3771  -0.128
N: -2.3469 -1.2031 0.6494  0.037
C: -2.5313 -2.4985 0.7144  -0.128
C: -3.7804 -3.0982 0.4550  -0.044
C: -4.8429 -2.3000 0.1634  -0.039
C: -4.6868 -0.8963 0.1488  -0.183
H: -6.3871 2.0238 -0.0957  0.080
H: -1.6797 -3.1085 1.0023  0.090
H: -3.8736 -4.1758 0.4936  0.103
H: -5.8171 -2.7247 -0.0396  0.082
O: 0.8273 -0.1828 2.4984  -0.429
N: 1.8321 -0.9814 2.8361  -0.237
C: 1.5700 -1.9306 3.7643  -0.041
C: 2.5320 -2.8089 4.1713  -0.082
C: 3.8009 -2.7108 3.5913  -0.091
C: 4.0378 -1.7556 2.6431  -0.108
C: 3.0415 -0.8504 2.2120  -0.705
S: 3.3338 0.3162 0.9606  0.478
H: 0.5475 -1.9075 4.1058  0.135
H: 2.2785 -3.5570 4.9085  0.098
H: 4.5898 -3.3939 3.8802  0.099
H: 5.0009 -1.6646 2.1619  0.093
C: 0.6148 3.0560 1.4649  -0.215
As: 0.7955 3.1615 -0.4433  0.954
C: 2.6019 3.6889 -0.7669  -0.213
C: -0.2957 4.5797 -1.0830  -0.210
O: 0.4617 1.7533 -1.3441  -0.800
H: 0.7608 4.0880 1.7906  0.042
H: 1.3900 2.4000 1.8626  0.003
H: -0.3739 2.6933 1.7394  0.025
H: 2.8506 4.5438 -0.1373  0.039
H: 2.7010 3.9482 -1.8189  0.040
H: 3.2534 2.8532 -0.5190  0.003
H: 0.1259 5.5384 -0.7828  0.038
H: -1.2979 4.4443 -0.6798  -0.035
H: -0.3195 4.4929 -2.1671  0.044
Br: 0.4464 -5.4196 1.7223  0.769
C: 0.0180 -5.4861 -0.1392  -0.583
C: -0.3792 -6.7456 -0.5828  -0.159
C: -0.7317 -6.9470 -1.9053  -0.097
C: -0.6937 -5.8756 -2.7902  -0.084
C: -0.3055 -4.6327 -2.3280  -0.022
C: 0.0653 -4.3983 -1.0011  -0.151
C: 0.4570 -2.9702 -0.6330  -0.727
O: 0.9073 -2.7497 0.5090  -0.189
O: 0.2597 -2.1004 -1.5327  -0.231
H: -0.4059 -7.5572 0.1309  0.081
H: -1.0356 -7.9350 -2.2277  0.097
H: -0.9704 -6.0029 -3.8288  0.097
H: -0.2805 -3.7729 -2.9841  0.115

---

Entry 3:
Density functional theory data (wB97M-V/def2-TZVPD) for a structure of composition C24H21BCl2EuN7O2 in a non-equilibrium geometry.

Calculated values
* largest force on an atom: 0.0231 Eh/bohr
* Kohn-Sham gap (alpha / beta): 0.23682 / 0.26992 Ha
* 2S+1: 7

Last column: natural (NBO) charge in e.
Cartesian coordinates (Å):
Eu: -0.4390 0.5658 -0.8259  2.006
Cl: 1.3419 5.0954 4.5210  0.017
C: 1.4518 4.1200 3.0992  -0.074
C: 0.3254 3.4481 2.6586  -0.255
C: 0.3362 2.6374 1.5202  0.109
N: -0.7996 1.9357 1.0479  -0.782
C: -1.9571 1.9387 1.7443  0.634
O: -2.2393 2.4961 2.7980  -0.630
C: -3.0666 1.1037 1.1224  0.142
C: -4.3143 1.1516 1.7321  -0.211
C: -5.3536 0.4026 1.2147  -0.140
C: -5.1107 -0.3782 0.0940  -0.248
C: -3.8451 -0.3713 -0.4561  0.060
N: -2.8295 0.3477 0.0413  -0.528
C: 1.5592 2.5106 0.7978  0.185
C: 2.6787 3.2041 1.2664  -0.290
C: 2.6358 3.9974 2.3991  -0.060
Cl: 4.0730 4.8131 2.9045  0.015
N: 1.5760 1.6860 -0.3555  -0.804
C: 2.7264 1.4427 -1.0213  0.628
O: 3.8622 1.8446 -0.7987  -0.632
C: 2.5777 0.5084 -2.2118  0.148
C: 3.6932 0.3252 -3.0194  -0.213
C: 3.6153 -0.5295 -4.1024  -0.141
C: 2.4161 -1.1842 -4.3416  -0.246
C: 1.3527 -0.9497 -3.4934  0.057
N: 1.4178 -0.1225 -2.4420  -0.524
H: -0.5870 3.5578 3.2136  0.275
H: -4.4210 1.7821 2.6017  0.260
H: -6.3326 0.4225 1.6747  0.226
H: -5.8850 -0.9826 -0.3571  0.233
H: -3.6304 -0.9658 -1.3344  0.223
H: 3.6059 3.1244 0.7310  0.276
H: 4.5918 0.8642 -2.7603  0.259
H: 4.4713 -0.6883 -4.7448  0.225
H: 2.2953 -1.8648 -5.1724  0.233
H: 0.4062 -1.4472 -3.6581  0.223
C: 2.3675 -2.0507 3.6781  -0.652
C: 1.4640 -2.0256 2.4956  0.209
C: 0.7341 -3.0335 1.8915  -0.342
C: 0.0652 -2.4319 0.8188  0.211
N: 0.3665 -1.1341 0.7715  -0.395
N: 1.2201 -0.9121 1.7903  -0.311
C: -0.8686 -3.0339 -0.1821  -0.660
H: 2.4191 -3.0598 4.0777  0.237
H: 2.0042 -1.3837 4.4609  0.240
H: 3.3739 -1.7313 3.4051  0.239
H: 0.6914 -4.0674 2.1884  0.236
H: 1.5771 0.0180 1.9551  0.436
H: -0.9991 -4.0951 0.0116  0.243
H: -0.4866 -2.9168 -1.1988  0.238
H: -1.8478 -2.5535 -0.1299  0.234
B: -2.5764 -2.3264 -3.9442  -0.611
C: -2.0292 -1.0620 -3.2446  0.456
N: -1.5894 -0.1595 -2.6603  -0.741
H: -3.4010 -2.7984 -3.1925  0.020
H: -3.0562 -2.0149 -5.0016  0.042
H: -1.6276 -3.0692 -4.0778  0.019

---

Entry 4:
Density functional theory data (wB97M-V/def2-TZVPD) for a structure of composition C24H21BrClNOPRu in a non-equilibrium geometry.

Calculated values
* largest force on an atom: 0.1270 Eh/bohr
* Kohn-Sham gap (alpha / beta): 0.16853 / 0.13913 Ha
* net charge: +2
* 2S+1: 6

Last column: Löwdin charge in e.
Cartesian coordinates (Å):
Ru: -0.0892 -0.3119 1.5939  0.674
Cl: 0.4136 -2.5863 1.4348  0.068
C: -0.1813 1.4946 1.8525  -0.343
O: -0.2675 2.6505 2.0424  0.125
P: 0.0019 -0.0510 -0.6575  0.948
C: -1.5336 -0.3309 -1.6179  -0.345
C: 0.4877 1.6162 -1.2882  -0.269
C: 1.3051 -1.0916 -1.4179  -0.414
C: 1.7259 1.8672 -1.8957  -0.006
C: 2.0157 3.1346 -2.4084  0.038
C: 1.0904 4.1749 -2.2904  0.052
C: -0.1270 3.9439 -1.6354  0.006
C: -0.4263 2.6742 -1.1346  -0.037
H: 2.4661 1.0737 -1.9821  0.117
H: 2.9682 3.3015 -2.9125  0.143
H: 1.3068 5.1607 -2.7109  0.148
H: -0.8534 4.7518 -1.5222  0.137
H: -1.3864 2.5079 -0.6370  0.135
C: -2.5717 -1.0818 -1.0491  -0.085
C: -3.7834 -1.2529 -1.7263  -0.032
C: -3.9373 -0.7365 -3.0141  -0.027
C: -2.9017 0.0104 -3.5922  -0.037
C: -1.7093 0.2269 -2.8961  -0.086
H: -2.4125 -1.5157 -0.0645  0.061
H: -4.6060 -1.7981 -1.2598  0.126
H: -4.8557 -0.9135 -3.5754  0.127
H: -3.0122 0.4277 -4.5926  0.123
H: -0.9175 0.8349 -3.3408  0.117
C: 1.1237 -1.7704 -2.6275  -0.057
C: 2.1687 -2.5506 -3.1398  -0.040
C: 3.3692 -2.6810 -2.4333  -0.038
C: 3.5448 -1.9978 -1.2262  -0.051
C: 2.5241 -1.1905 -0.7266  -0.168
H: 0.1758 -1.6856 -3.1624  0.107
H: 2.0328 -3.0624 -4.0927  0.121
H: 4.1696 -3.3152 -2.8225  0.124
H: 4.4754 -2.0915 -0.6651  0.121
H: 2.6514 -0.6583 0.2195  0.089
H: -1.7394 -0.1381 1.5409  0.078
H: -1.5308 -1.1356 1.6473  0.040
Br: 1.9954 -2.3906 6.7829  0.969
C: 0.7567 -1.2594 5.8790  -0.588
C: -0.0940 -0.4236 6.6033  -0.129
C: -1.0385 0.3185 5.8917  -0.014
C: -1.0634 0.2303 4.4933  -0.142
N: -0.1944 -0.5238 3.7974  -0.138
C: 0.6843 -1.3004 4.4783  -0.159
H: -0.0097 -0.3899 7.6865  0.112
H: -1.7469 0.9833 6.3741  0.127
H: -1.7874 0.8022 3.9102  0.106
H: 1.3234 -1.9507 3.8897  0.065